{"formula": "C12H36O6", "method": "the ωB97M-V functional and the def2-TZVPD basis", "species": ["C", "C", "O", "H", "H", "H", "H", "H", "H", "C", "C", "O", "H", "H", "H", "H", "H", "H", "C", "C", "O", "H", "H", "H", "H", "H", "H", "C", "C", "O", "H", "H", "H", "H", "H", "H", "C", "C", "O", "H", "H", "H", "H", "H", "H", "C", "C", "O", "H", "H", "H", "H", "H", "H"], "positions_angstrom": [[0.729, -1.258, -0.485], [1.123, -0.035, 0.329], [0.169, 0.944, -0.078], [1.384, -2.131, -0.424], [0.715, -1.047, -1.554], [-0.285, -1.621, -0.302], [2.120, 0.300, 0.029], [1.087, -0.317, 1.386], [0.473, 1.827, 0.183], [-1.435, -0.210, -5.027], [-0.619, -0.211, -3.717], [-1.401, -0.618, -2.601], [-2.023, -1.126, -5.055], [-0.753, -0.093, -5.864], [-2.129, 0.626, -4.941], [-0.342, 0.828, -3.528], [0.265, -0.835, -3.865], [-1.057, -0.276, -1.770], [-1.796, -5.316, -2.563], [-1.795, -3.832, -2.176], [-2.500, -3.044, -3.139], [-1.528, -5.435, -3.614], [-2.801, -5.725, -2.480], [-1.035, -5.799, -1.953], [-0.788, -3.409, -2.249], [-2.212, -3.738, -1.169], [-2.283, -2.110, -2.940], [-3.392, 2.034, 0.659], [-3.434, 1.822, -0.828], [-4.735, 1.154, -1.010], [-3.362, 1.104, 1.226], [-4.232, 2.619, 1.030], [-2.459, 2.545, 0.946], [-2.585, 1.255, -1.198], [-3.511, 2.754, -1.395], [-5.351, 1.869, -1.182], [2.943, -0.272, 4.998], [4.129, -0.292, 4.045], [5.105, -1.273, 4.368], [2.572, -1.270, 5.234], [2.119, 0.227, 4.490], [3.275, 0.210, 5.916], [4.606, 0.694, 4.035], [3.743, -0.483, 3.034], [5.955, -0.894, 4.132], [2.401, 2.815, 2.921], [1.407, 3.808, 2.364], [1.275, 3.526, 0.948], [2.473, 2.823, 4.009], [3.412, 2.916, 2.517], [2.062, 1.848, 2.542], [1.745, 4.843, 2.440], [0.414, 3.670, 2.783], [2.145, 3.610, 0.545]], "e_homo_ev": -9.28, "lumo_energy_ev": 0.38, "smiles": "CCO.CCO.CCO.CCO.CCO.CCO", "de_lowest_ev": 2.537, "homo_lumo_gap_ev": 9.7, "e_tot_ev": -25310.6642}